ORCA calculation (ωB97M-V with the def2-TZVPD basis set) on a cluster of 9 separate species, C48H120F6N8O16P in total at a distorted geometry.

Structure (XYZ):
```
199
Properties=species:S:1:pos:R:3:mulliken_charge:R:1
P -10.99787 29.17511 0.24324 1.648
F -11.48736 27.66147 0.28888 -0.283
F -12.35346 29.56619 -0.61063 -0.406
F -11.87609 29.45120 1.59731 -0.590
F -10.61178 30.73749 0.26267 -0.499
F -9.73609 28.80800 1.19166 -0.255
F -10.12115 28.83646 -1.12208 -0.994
C -11.18755 29.87138 5.00542 -0.164
O -11.38362 31.28037 5.05279 -0.314
C -12.27762 31.87408 4.06580 -0.217
C -12.56301 33.38148 4.43835 -0.439
N -13.15402 33.61388 5.74039 -0.434
C -13.40924 35.06302 5.95111 -0.781
C -14.50503 35.63237 4.99475 -0.781
O -13.88689 35.92805 3.73378 0.015
C -14.76059 36.47649 2.80377 -1.082
H -10.15790 29.64502 4.72852 -0.131
H -11.84559 29.27892 4.36975 -0.137
H -11.33880 29.54175 6.03331 0.410
H -13.19991 31.29718 4.13419 0.285
H -11.86854 31.72282 3.06686 0.147
H -13.21288 33.71579 3.62965 0.297
H -11.57371 33.83475 4.37570 0.215
H -12.64653 33.10864 6.45263 0.271
H -12.43932 35.55438 5.87403 0.305
H -13.74178 35.21636 6.97776 0.535
H -14.95140 36.50155 5.47783 0.481
H -15.36586 34.96844 4.91560 0.393
H -14.89087 37.51612 3.10423 0.306
H -15.71801 35.95664 2.83831 0.346
H -14.30532 36.33764 1.82318 0.242
C -12.94906 21.07070 8.59784 -1.099
O -12.40518 22.40624 8.47920 0.016
C -11.01169 22.46938 8.75608 -0.768
C -10.41860 23.87948 8.41368 -0.717
N -10.47381 24.07853 6.89350 -0.336
C -10.23200 25.46064 6.49830 -1.131
C -10.25531 25.65832 4.92267 -0.045
O -11.62458 25.41718 4.54836 -0.332
C -11.99780 25.98997 3.32310 -0.118
H -12.32771 20.37551 8.03327 0.303
H -14.00829 21.03578 8.34309 0.304
H -12.82767 20.85714 9.65980 0.330
H -10.42648 21.72486 8.21635 0.391
H -10.83188 22.41719 9.82989 0.414
H -9.42059 23.90980 8.85091 0.362
H -11.00476 24.64363 8.92416 0.339
H -11.33516 23.68950 6.53736 0.300
H -9.24526 25.77991 6.83375 0.446
H -10.86504 26.18863 7.00563 0.421
H -9.57845 24.96499 4.42341 0.269
H -9.98109 26.69304 4.71711 0.224
H -13.05869 25.79597 3.16501 0.131
H -11.47202 25.45647 2.53125 0.096
H -11.93856 27.07544 3.24353 -0.004
C -8.74175 31.66065 -8.10164 -1.181
O -7.72983 32.01375 -7.17853 -0.026
C -6.42458 31.83383 -7.76572 -0.809
C -5.34062 31.84281 -6.68760 -0.820
N -5.78989 31.05178 -5.49835 0.036
C -4.92578 31.20581 -4.29174 -1.058
C -5.41873 30.35340 -3.09811 -0.388
O -6.74278 30.78217 -2.85464 -0.379
C -7.25154 29.97746 -1.74095 -0.363
H -9.69565 31.97312 -7.67672 0.151
H -8.73073 30.61108 -8.39554 0.264
H -8.59725 32.23812 -9.01474 0.483
H -6.14096 32.50723 -8.57454 0.405
H -6.36967 30.81302 -8.14389 0.299
H -5.22899 32.85740 -6.30518 0.443
H -4.42832 31.45527 -7.14104 0.385
H -6.73364 31.34943 -5.29626 0.064
H -4.81359 32.22357 -3.91800 0.447
H -3.95392 30.82429 -4.60486 0.456
H -4.72842 30.57976 -2.28549 0.386
H -5.45865 29.28786 -3.32423 0.085
H -8.11425 30.39864 -1.22479 0.194
H -6.52268 29.83617 -0.94289 0.416
H -7.44697 28.95987 -2.07920 0.122
C -8.78566 21.45003 -5.21399 -0.874
O -7.95898 22.18149 -4.32209 -0.271
C -7.38529 23.34888 -4.91648 0.014
C -6.62917 24.12901 -3.84098 -1.262
N -7.51136 24.86609 -2.92965 0.351
C -6.65636 25.54806 -1.92432 -1.348
C -7.55867 26.10770 -0.78460 0.512
O -8.43286 25.04564 -0.31195 -0.450
C -8.86436 25.29229 0.99254 -0.590
H -9.72572 21.90148 -5.53115 0.171
H -9.08819 20.52772 -4.71805 0.321
H -8.26725 21.28231 -6.15803 0.321
H -8.16531 24.02760 -5.26146 -0.288
H -6.72306 22.97749 -5.69855 0.700
H -5.96889 24.84735 -4.32690 0.474
H -5.90336 23.42840 -3.42814 0.388
H -8.14096 24.23566 -2.45398 0.209
H -6.04042 26.29428 -2.42621 0.212
H -6.06803 24.72128 -1.52630 0.546
H -8.03643 27.01534 -1.15341 -0.375
H -6.83445 26.40914 -0.02781 0.499
H -9.25057 26.31133 0.97030 -0.052
H -8.12870 25.22110 1.79370 0.430
H -9.68463 24.63395 1.27866 0.333
C -9.00079 27.04758 -6.34602 -1.006
O -9.61824 27.92687 -5.37140 0.635
C -9.07531 29.18430 -5.56088 -0.398
C -9.87047 30.22517 -4.78868 -0.616
N -11.30063 30.05181 -4.99482 0.466
C -11.86934 31.09158 -4.14608 -0.352
C -13.41148 31.09001 -4.26517 -1.213
O -13.89408 29.77825 -3.79023 0.376
C -15.27017 29.83628 -3.78633 -1.178
H -9.11190 25.98705 -6.12011 -0.326
H -7.93120 27.22314 -6.46112 0.277
H -9.49762 27.26669 -7.29114 0.320
H -9.03024 29.44676 -6.61785 -0.459
H -8.01754 29.17135 -5.29806 0.517
H -9.59692 31.20377 -5.18315 0.755
H -9.55509 30.17574 -3.74648 -0.332
H -11.31602 30.46086 -5.91816 0.197
H -11.54449 32.12577 -4.26013 0.607
H -11.70123 30.94933 -3.07856 -0.078
H -13.61034 31.19398 -5.33181 0.301
H -13.80755 31.96421 -3.74846 0.489
H -15.76484 29.97633 -4.74746 0.266
H -15.56054 30.67065 -3.14787 0.489
H -15.62447 28.90158 -3.35170 0.118
C -20.18163 25.77684 3.78257 -0.866
O -18.83567 26.12320 3.28136 -0.181
C -17.83458 26.17766 4.34090 -0.779
C -16.44470 26.44008 3.80179 -0.596
N -16.41588 27.57509 2.92795 -0.060
C -15.08011 27.97499 2.34055 -0.710
C -15.25721 29.22586 1.42200 -0.230
O -16.29075 28.84080 0.46673 -0.363
C -16.21586 29.67845 -0.69706 -0.367
H -20.26616 24.73139 4.07921 0.280
H -21.00036 25.92900 3.07929 0.283
H -20.39601 26.53792 4.53283 0.315
H -17.83636 25.23614 4.89011 0.376
H -18.04446 26.99058 5.03605 0.363
H -16.13849 25.54318 3.26337 0.372
H -15.82395 26.53177 4.69306 0.315
H -16.64077 28.37617 3.50047 0.256
H -14.54227 27.24210 1.73911 0.304
H -14.48932 28.30732 3.19414 0.331
H -14.30516 29.40342 0.92184 -0.043
H -15.62857 30.07167 2.00062 0.418
H -17.03820 29.33715 -1.32586 0.372
H -15.29107 29.56668 -1.26308 -0.258
H -16.35626 30.73075 -0.44995 0.356
C -2.95231 32.81955 7.45512 -1.053
O -4.31092 32.30893 7.26492 -0.097
C -5.27403 33.35302 6.88345 -0.706
C -6.61995 32.76903 6.56759 -0.695
N -6.56590 32.07338 5.28798 -0.247
C -7.80330 31.48232 4.86627 -0.771
C -7.66519 30.68660 3.52840 -0.075
O -6.80490 29.62410 3.73935 -0.330
C -6.65220 28.90928 2.49033 -0.691
H -2.58889 33.48866 6.67516 0.309
H -2.24787 31.98821 7.42805 0.297
H -2.84954 33.23193 8.45886 0.315
H -4.86128 33.90892 6.04161 0.347
H -5.26651 34.08626 7.68992 0.429
H -7.36477 33.56396 6.52961 0.439
H -6.88325 32.08022 7.37028 0.310
H -5.88340 31.34163 5.42529 0.244
H -8.45672 32.33013 4.66043 0.319
H -8.28463 30.89874 5.65103 0.381
H -7.28569 31.34041 2.74315 0.386
H -8.60483 30.27199 3.16337 -0.114
H -7.58679 28.53522 2.07233 0.037
H -6.04705 28.00758 2.58437 0.362
H -6.21215 29.60495 1.77584 0.368
C -14.59089 26.77415 -5.64808 -1.169
O -13.65721 27.15867 -4.62501 0.235
C -13.89672 26.44100 -3.42852 -1.617
C -12.95824 27.00490 -2.34861 0.141
N -11.62825 27.43023 -2.82713 1.681
C -10.66654 26.31399 -2.77651 0.250
C -10.90586 25.19575 -3.75552 -1.094
O -11.44195 25.77948 -4.94887 0.612
C -11.65523 24.77406 -5.97328 -1.394
H -14.77718 27.51691 -6.42378 0.198
H -15.57629 26.51388 -5.26163 0.403
H -14.17667 25.91340 -6.17307 0.201
H -13.70158 25.38360 -3.60718 0.371
H -14.94870 26.55354 -3.16629 0.811
H -12.88958 26.24909 -1.56622 0.368
H -13.38005 27.89176 -1.87568 -0.202
H -11.22518 27.99660 -2.09442 -0.329
H -10.63696 25.83624 -1.79723 0.556
H -9.62383 26.62852 -2.82043 -0.278
H -11.62698 24.49644 -3.33235 0.601
H -9.96079 24.67615 -3.91353 -0.292
H -12.50094 24.17148 -5.64196 0.271
H -10.71946 24.30374 -6.27533 0.148
H -11.95638 25.37132 -6.83391 0.254
```

## Properties
Gap between HOMO and LUMO (alpha / beta): 0.890 / 7.378 eV
LUMO energy (alpha / beta): 3.548 / 3.698 eV
Spin multiplicity: 2
Max |F|: 3.03 eV/A
Total charge: -2


ORCA calculation (ωB97M-V with the def2-TZVPD basis set) on a structure of composition C12H12CrF8MgN2O16PS2 at a distorted geometry.

Structure (XYZ):
```
55
Properties=species:S:1:pos:R:3:mulliken_charge:R:1
Cr -0.46207 1.14445 -2.20541 0.253
Mg 2.41476 -2.08501 -1.53194 1.365
C -0.33074 -1.15847 1.86043 0.243
F 0.37047 -2.17622 2.35417 -0.203
F -1.30614 -1.71282 1.21130 -0.174
F -0.86289 -0.37769 2.84529 -0.127
S 0.74544 -0.15678 0.55806 0.694
O -0.16946 0.59358 -0.28663 0.657
O 1.61218 0.62282 1.42055 -0.246
O 1.48010 -1.14602 -0.23247 -0.235
C -1.74638 -3.49978 -2.31529 0.581
F -2.94233 -2.96376 -2.12559 -0.195
F -1.24234 -3.98920 -1.15414 -0.215
F -1.73960 -4.53144 -3.14540 -0.191
S -0.59289 -2.12563 -3.00125 0.954
O -0.93619 -2.10129 -4.40734 -0.543
O -0.98462 -0.85261 -2.33655 -0.362
O 0.80781 -2.46886 -2.56272 -0.613
P 2.09111 0.82467 -2.96562 1.431
O 0.74082 0.44199 -3.57032 -0.715
O 2.38717 1.31440 -4.39447 -0.348
O 2.69238 -0.52906 -2.41751 -0.516
O 1.30469 1.70212 -1.91918 -0.582
C 3.82180 2.35776 0.21540 0.302
C 3.96341 2.36862 1.74230 0.586
O 4.40985 3.64152 2.03877 -0.368
C 3.81461 4.45243 1.06292 0.561
O 3.57712 5.62503 1.09977 -0.487
O 3.48142 3.71142 -0.04708 -0.318
F 4.93624 1.51140 2.04963 -0.322
H 3.04922 1.73754 -0.23908 -0.491
H 4.68615 2.02173 -0.35739 0.196
H 3.03146 2.22471 2.28900 0.339
C -2.97801 3.40263 2.42677 -0.447
C -1.68993 2.94053 1.78437 1.013
O -0.98950 2.32568 2.80372 -0.105
C -1.48006 2.76794 3.96738 0.465
O -0.94821 2.50718 5.08107 -0.554
O -2.63687 3.52083 3.76787 -0.322
F -0.93448 3.96038 1.27291 -0.324
H -3.71080 2.60500 2.30464 0.293
H -3.44063 4.30360 2.02386 0.372
H -1.81471 2.36812 0.86519 -0.416
C -5.07088 -0.00929 -0.80320 -0.967
C -3.70453 0.46999 -1.09373 0.267
N -2.66680 0.87177 -1.30850 -0.204
H -4.97757 -0.99860 -0.35525 0.311
H -5.63284 0.05472 -1.73498 0.334
H -5.50646 0.63023 -0.03548 0.336
C 0.85958 -6.45394 0.02129 -1.056
C 1.36942 -5.11052 -0.37696 0.591
N 1.79183 -4.03941 -0.61919 -0.466
H 0.11238 -6.35298 0.80842 0.291
H 1.55207 -7.17314 0.45870 0.382
H 0.39441 -7.01224 -0.79113 0.298
```

## Properties
Gap between HOMO and LUMO (alpha / beta): 6.819 / 6.498 eV
LUMO energy (alpha / beta): -6.095 / -6.416 eV
Spin multiplicity: 5
Max |F|: 5.97 eV/A
Total charge: +1


ORCA calculation (ωB97M-V with the def2-TZVPD basis set) on a cluster of 3 separate species, C23H30FN4O2 in total at a distorted geometry.

Structure (XYZ):
```
60
Properties=species:S:1:pos:R:3:mulliken_charge:R:1
C -0.38260 -0.36292 1.05555 -1.525
C -0.56178 -0.40502 -0.50195 0.497
C -0.88984 0.95502 -1.15126 -0.999
N 0.05005 2.05519 -0.81820 -0.176
C 0.89510 2.46378 -1.86220 0.168
N 0.93191 3.77499 -2.10628 -0.033
C 1.84330 3.97088 -3.14085 -0.110
C 2.15187 5.36753 -3.64416 -0.764
C 2.84225 6.14363 -2.45827 -0.603
C 2.27856 7.56114 -2.29123 0.426
N 3.15192 8.52269 -1.69064 -0.501
O 1.16373 7.87015 -2.63196 -0.526
C 2.32863 2.77064 -3.50207 -0.421
N 1.71333 1.80830 -2.67242 0.279
C 1.92401 0.35226 -2.68606 -0.150
C 2.93362 0.04875 -3.80846 0.193
O 4.10215 0.20230 -3.66358 -0.406
F 2.39648 -0.35346 -4.96894 -0.223
H -1.00194 0.40768 1.53662 0.313
H 0.67513 -0.11535 1.27702 0.463
H -0.54004 -1.36078 1.49188 0.395
H 0.30796 -0.92588 -0.92575 0.054
H -1.43040 -1.05982 -0.70360 0.059
H -1.94383 1.20675 -0.96134 0.436
H -0.82186 0.80798 -2.24707 0.428
H 0.56007 1.88438 0.04447 0.266
H 0.40263 4.49524 -1.63367 0.299
H 1.23573 5.89290 -3.95390 0.379
H 2.90238 5.34557 -4.44623 0.377
H 3.93711 6.15529 -2.55643 0.384
H 2.64796 5.60900 -1.50796 0.347
H 2.91856 9.45530 -2.01145 0.308
H 3.08983 8.43746 -0.68092 0.254
H 3.07503 2.59772 -4.27009 0.459
H 2.27255 -0.00377 -1.70562 0.367
H 0.95475 -0.13917 -2.85860 0.281
C -4.19209 -5.32858 1.92425 -0.414
C -3.16286 -5.14163 1.01176 -0.620
C -2.86141 -3.86705 0.55651 -0.135
C -3.58131 -2.77528 1.02248 -0.015
C -4.60990 -2.96046 1.93714 -0.676
C -4.91856 -4.23798 2.38465 -0.398
H -4.42856 -6.32437 2.27742 0.357
H -2.59596 -5.99239 0.65454 0.455
H -2.06223 -3.72389 -0.16162 0.344
H -3.33720 -1.77916 0.67121 0.309
H -5.17112 -2.10883 2.30130 0.381
H -5.72301 -4.38371 3.09417 0.380
C -0.87668 -3.26547 4.51229 -0.513
C 0.38337 -3.41007 5.07910 -0.437
C 1.13565 -4.54771 4.81851 -0.407
C 0.63159 -5.53660 3.98362 -0.496
C -0.62676 -5.38992 3.41425 -0.379
C -1.38329 -4.25678 3.68102 0.162
H -1.46539 -2.37938 4.71854 0.415
H 0.77884 -2.63599 5.72557 0.376
H 2.11502 -4.66393 5.26570 0.372
H 1.22007 -6.42201 3.77712 0.373
H -1.01880 -6.16088 2.76222 0.314
H -2.36371 -4.14429 3.24384 0.261
```

## Properties
Gap between HOMO and LUMO: 8.110 eV
LUMO energy: -2.685 eV
Max |F|: 2.86 eV/A
Total charge: +1


Q: Which of these has the highest max |F|?
A: C12H12CrF8MgN2O16PS2


Q: Which of these has the lowest max |F|?
A: C23H30FN4O2